DFT (the ωB97M-V functional and the def2-TZVPD basis) results for an isolated molecule of C7H7BrFI at a distorted geometry.

Element x y z (Å)
C  -2.054  -0.240  -0.631
C  -0.757  -0.227  0.249
I  -1.073  -0.716  2.328
C  0.229  -1.134  -0.374
F  -0.401  -2.161  -0.980
C  1.518  -1.110  -0.173
C  2.101  0.044  0.465
C  1.319  1.101  0.736
C  -0.139  1.162  0.317
Br  0.143  2.006  -1.581
H  -2.905  0.175  -0.039
H  -2.216  -1.254  -0.875
H  -2.040  0.414  -1.419
H  1.999  -1.988  -0.659
H  3.113  -0.075  0.542
H  1.770  2.108  1.049
H  -0.606  1.895  1.047

Cartesian forces (eV/Å) of the 2 atoms listed first:
-0.784 -0.111 4.270
-0.777 1.832 -2.031

Values from the calculation:
HOMO level ... -0.322 Eh
Orbital gap ... 8.2 eV
ΔE to the lowest compared entry with this formula, charge and spin ... 0.0 kcal/mol
SMILES ... C[C@@]1(I)C(F)=CC=C[C@H]1Br